1.
ORCA calculation (the ωB97M-V functional and the def2-TZVPD basis) on C22H22N2O3S in the gas phase.

XYZ file:
```
50
Properties=species:S:1:pos:R:3:lowdin_charge:R:1
N 2.93415 -2.95651 -0.82421 0.137
H -0.47247 4.89478 -0.28676 0.105
O 5.15243 -2.76310 -0.56402 0.083
H -0.74243 2.70116 0.59338 0.114
H 1.55607 3.81791 -2.30295 0.064
H -0.09553 4.30274 -2.69127 0.073
C -0.65848 -2.31724 -1.34583 -0.003
H -1.36236 -2.26251 -2.15880 0.101
H -0.49131 -1.94789 2.01307 0.116
H 3.13317 1.94182 2.73996 0.117
C -6.87087 -0.31049 0.31962 -0.173
C -3.41365 -1.36155 -0.59393 -0.479
C -6.49143 -0.37272 1.62353 -0.403
H 1.84677 -2.54367 1.57732 0.126
H 1.39097 1.75706 -1.37183 0.126
C 0.66085 -2.64775 -1.58511 -0.009
H -7.07366 -0.16824 2.50029 0.064
H 1.14716 4.31295 0.10407 0.105
C 2.61710 0.92239 0.93907 -0.248
C 0.30087 4.17786 -0.57073 -0.259
C -0.16544 -2.13375 0.99947 -0.011
H -0.99675 2.54849 -1.15138 0.117
C 3.33871 1.07903 2.12609 0.003
H 1.06341 5.49379 -2.09907 0.069
H 4.84944 0.28922 3.40460 0.106
H 0.35491 0.69358 -0.38634 0.120
C -5.82878 -0.64993 -0.56293 -0.097
C 4.52167 -0.96631 1.70366 -0.028
H 3.12988 -3.65138 -1.53430 0.159
O 1.68448 1.87059 0.67332 -0.036
C 0.82352 1.68710 -0.43543 -0.199
H -2.56683 -1.54006 1.24795 0.089
C -4.66213 -0.96934 0.07829 -0.431
H 2.36659 -0.29360 -0.81408 0.118
C 0.73319 4.46208 -2.00425 -0.108
C 4.28998 0.14994 2.49178 -0.067
H 0.98350 -2.85495 -2.59483 0.117
C 4.04303 -2.34251 -0.30902 -0.433
S -4.85452 -0.84728 1.80213 1.048
O -3.34320 -1.41022 -1.80635 0.076
H -7.85928 -0.03202 0.00175 0.105
C 3.79820 -1.13666 0.53233 -0.157
C 1.14986 -2.46716 0.75772 -0.019
C 2.87450 -0.17573 0.12942 0.027
C -0.25455 2.76557 -0.38097 -0.178
C -1.07928 -2.03017 -0.04984 -0.228
N -2.38544 -1.64866 0.25879 0.116
H -5.91368 -0.66551 -1.63411 0.121
H 5.25086 -1.70895 1.98736 0.118
C 1.58678 -2.69221 -0.54664 -0.271
```

Results
Highest occupied orbital energy in eV: -8.21
E_tot in eV: -43129.92613
Gap between HOMO and LUMO in eV: 8.3
Energy relative to the best compared isomer or geometry (same formula, charge and spin) in kJ/mol: 3.8

2.
ORCA calculation (the ωB97M-V functional and the def2-TZVPD basis) on a molecular structure, C16H39ClN2O11S2Si2 at a distorted geometry.

XYZ file:
```
73
Properties=species:S:1:pos:R:3:lowdin_charge:R:1
H 8.18497 -2.86792 2.44602 0.084
O -4.00935 -3.03841 -3.22670 -0.195
H 1.92921 -2.66134 -2.36606 0.097
H 6.57464 -2.45086 1.55373 0.074
H -1.04765 0.93219 1.99428 0.116
H -2.09798 -2.34030 -3.64826 0.131
H -6.53509 3.37758 3.31414 0.130
H 7.25269 -1.27260 2.93336 0.082
H -3.20634 0.89823 3.27526 0.110
O -3.34801 5.73566 1.92587 -0.232
H -6.63651 6.26270 2.25464 0.133
O -3.42435 4.01897 3.79702 -0.241
O -5.26530 -4.62983 -1.76586 -0.241
H -3.99235 -1.33248 3.45829 0.118
C 2.86687 -0.84573 -2.63963 -0.329
H -5.40455 -1.07216 2.20870 0.108
H -7.25020 5.65889 3.81909 0.137
O -3.26084 -5.36646 -3.06081 -0.195
H 2.23574 -1.42239 -5.12267 0.099
H 9.53436 -1.49237 1.03030 0.136
N 1.72471 -1.79492 -2.94131 -0.240
H 2.18038 -3.25467 -4.51005 0.089
S -4.07497 4.87796 2.83267 0.664
O 1.80719 1.22612 -0.61390 -0.405
O -5.18509 5.77619 3.61927 -0.192
C -6.47471 5.53695 3.05816 -0.173
H -0.00915 3.08512 0.56024 0.088
C -0.83472 2.38012 0.11170 -0.300
Cl -0.69900 -0.91118 -0.48495 0.274
H -1.52970 3.04754 -0.56732 0.092
C 8.41794 -1.07418 0.97048 -0.254
Si 2.70065 -0.28353 -0.79476 0.575
C -3.90042 0.65885 2.35228 -0.198
H -1.24824 -4.84378 -3.10942 0.135
H -3.22977 0.50247 0.06619 0.086
H -2.17649 -4.58422 -4.61234 0.132
C 4.44703 0.02351 0.01907 -0.294
C -6.42344 4.11315 2.51052 -0.177
H 7.35221 2.15200 1.51782 0.146
H 3.86479 -1.49524 -2.69385 0.099
H 0.52007 -2.30962 -4.71991 0.077
C 7.53807 -1.96213 2.03201 -0.113
H 7.00943 2.15787 -0.81721 0.144
H -3.79141 2.19599 0.67239 0.103
C -3.18529 1.21783 0.99029 -0.222
H 6.39388 0.58378 1.93685 0.122
H -0.13212 1.37123 -2.35986 -0.017
Si 0.09239 1.02477 -0.93980 0.239
H -2.36715 -2.97274 -2.00015 0.102
C -4.25199 -0.93946 2.36134 -0.278
O 8.49037 0.36475 1.27000 -0.211
C -2.20823 -4.52123 -3.51947 -0.178
C 6.59031 1.13224 -0.37459 -0.169
S -4.65860 -4.52589 -3.07258 0.677
H -4.19618 -2.20220 0.69177 0.082
C 1.66533 -2.18754 -4.40648 -0.162
O -5.11474 3.97082 1.96296 -0.223
H -4.91956 1.24327 2.56264 0.102
H -7.18299 3.93335 1.74598 0.139
C -1.67719 1.74246 1.38902 -0.279
O -5.36333 -4.83934 -4.29578 -0.237
O 5.11260 1.24937 -0.44918 -0.252
H 8.03010 -1.33218 -0.10300 0.106
H 6.97094 0.29366 -1.10328 0.124
H -2.90134 -2.51770 1.80917 0.068
H 2.09007 -1.42016 -0.06941 -0.012
C -2.59459 -3.11750 -3.06122 -0.184
H -1.81867 2.64445 2.15827 0.102
H 5.13998 -0.93846 -0.05685 0.102
H 2.99320 0.03049 -3.40726 0.107
H 4.22629 0.15241 1.18340 0.105
C 7.18030 1.02748 1.15599 -0.175
N -3.48910 -1.77971 1.36279 -0.062
```

Results
Highest occupied orbital energy in eV: -8.97
E_tot in eV: -92670.17555
Gap between HOMO and LUMO in eV: 9.3

3.
ORCA calculation (the ωB97M-V functional and the def2-TZVPD basis) on 2 unconnected molecules or ions with the total composition C5H8N2.

XYZ file:
```
15
Properties=species:S:1:pos:R:3:lowdin_charge:R:1
N -0.04816 -1.74710 1.33112 0.078
H 2.49437 1.65196 -1.90702 0.029
H -1.85799 0.51623 2.06090 0.107
C 0.80786 -0.84965 -1.22598 0.126
H -1.86016 2.41996 0.15430 0.070
C -1.27812 0.48840 1.14339 -0.021
C -0.43397 -0.50023 0.80560 -0.342
H 0.69226 -1.67292 2.02132 0.089
H -0.82839 -2.24413 1.74300 0.087
C -1.27599 1.50830 0.08504 -0.177
H 1.09224 -0.46247 -2.19846 0.082
N 0.06959 -0.11545 -0.49521 -0.119
H 1.11501 -1.82552 -0.85773 0.099
C -0.43926 1.22881 -0.95406 -0.089
H 1.76051 1.76655 -1.78871 -0.018
```

Results
Highest occupied orbital energy in eV: -7.89
E_tot in eV: -8290.07000
Gap between HOMO and LUMO in eV: 7.3
Energy relative to the best compared isomer or geometry (same formula, charge and spin) in kJ/mol: 475.3

4.
ORCA calculation (the ωB97M-V functional and the def2-TZVPD basis) on C7H11N in the gas phase at a distorted geometry.

XYZ file:
```
19
Properties=species:S:1:pos:R:3:lowdin_charge:R:1
C 0.96345 0.09285 0.30832 -0.517
H 0.10126 2.09790 0.62914 0.146
C -2.54857 -0.20968 -0.19958 -0.003
H 2.09734 -0.48106 -1.23553 0.109
C -1.17591 -0.94571 0.05380 -0.153
C 0.26819 -1.13535 -0.32445 -0.314
H -3.24696 -0.33283 0.52317 0.062
H 3.17049 0.75232 0.11590 0.153
C -1.32288 0.54307 -0.04812 -0.341
H 0.39626 -1.56743 -1.38830 0.165
H 1.72187 1.50027 -1.04434 0.093
H -0.87945 -1.10739 1.21290 0.161
H 2.24413 -1.29874 0.35695 0.186
C 2.07244 0.51894 -0.55983 -0.094
C -0.25830 0.92451 0.90919 -0.115
H -0.62235 0.97961 2.01604 0.145
N 1.09864 -1.29032 0.88377 0.071
H -1.13877 1.03502 -1.02721 0.148
H -2.94088 -0.07600 -1.18182 0.098
```

Results
Highest occupied orbital energy in eV: -8.28
E_tot in eV: -8919.03053
Gap between HOMO and LUMO in eV: 9.2
Energy relative to the best compared isomer or geometry (same formula, charge and spin) in kJ/mol: 839.2

Repeat the fourth record exactly.
ORCA calculation (the ωB97M-V functional and the def2-TZVPD basis) on C7H11N in the gas phase at a distorted geometry.

XYZ file:
```
19
Properties=species:S:1:pos:R:3:lowdin_charge:R:1
C 0.96345 0.09285 0.30832 -0.517
H 0.10126 2.09790 0.62914 0.146
C -2.54857 -0.20968 -0.19958 -0.003
H 2.09734 -0.48106 -1.23553 0.109
C -1.17591 -0.94571 0.05380 -0.153
C 0.26819 -1.13535 -0.32445 -0.314
H -3.24696 -0.33283 0.52317 0.062
H 3.17049 0.75232 0.11590 0.153
C -1.32288 0.54307 -0.04812 -0.341
H 0.39626 -1.56743 -1.38830 0.165
H 1.72187 1.50027 -1.04434 0.093
H -0.87945 -1.10739 1.21290 0.161
H 2.24413 -1.29874 0.35695 0.186
C 2.07244 0.51894 -0.55983 -0.094
C -0.25830 0.92451 0.90919 -0.115
H -0.62235 0.97961 2.01604 0.145
N 1.09864 -1.29032 0.88377 0.071
H -1.13877 1.03502 -1.02721 0.148
H -2.94088 -0.07600 -1.18182 0.098
```

Results
Highest occupied orbital energy in eV: -8.28
E_tot in eV: -8919.03053
Gap between HOMO and LUMO in eV: 9.2
Energy relative to the best compared isomer or geometry (same formula, charge and spin) in kJ/mol: 839.2

> Number 1 is which compound?

C22H22N2O3S